1.
ORCA calculation (ωB97M-V/def2-TZVPD) on a single C7H10O molecule in a non-equilibrium geometry.

E = -9465.0472 eV
strongest force on any atom = 0.070 hartree/bohr
HOMO = -9.12 eV
gap between HOMO and LUMO = 10.037 eV
ΔE to the lowest compared entry with this formula, charge and spin = 81.0 kcal/mol

Each line ends with the Löwdin charge.
Atoms and positions in Å:
C -0.482 0.199 -1.303  0.0708
C -1.174 0.721 -0.338  -0.1933
C -0.765 -1.672 0.451  -0.1982
C -0.196 -0.377 0.038  -0.3682
C -2.093 1.635 0.304  -0.0365
C 2.271 -0.479 -0.422  -0.1147
C 1.199 -0.049 0.554  -0.2214
O -1.965 -1.908 0.395  0.0500
H -0.415 0.088 -2.387  0.1195
H 0.096 -2.351 0.724  0.1367
H -2.847 2.075 -0.330  0.0725
H -1.537 2.278 1.057  0.1091
H -2.698 0.928 1.012  0.1208
H 2.475 -1.501 -0.579  0.0405
H 3.291 -0.087 -0.065  0.0935
H 2.161 -0.084 -1.510  0.1033
H 1.342 0.943 0.720  0.0657
H 1.335 -0.360 1.678  0.1499

Cartesian forces, eV/Å:
C -1.86 0.42 -0.75
C 1.51 -0.35 -1.02
C -0.64 -0.01 -0.78
C 0.54 1.01 0.38
C -0.96 -1.49 3.15
C 2.46 1.94 -0.92
C -0.25 -3.00 1.66
O 1.81 -0.33 0.44
H 0.27 -0.09 0.57
H -1.15 -0.45 0.32
H 0.30 0.65 -0.21
H -0.80 -0.23 -1.28
H 0.78 1.22 -1.05
H -0.34 -1.58 0.21
H -1.35 -0.34 -0.54
H -0.23 -0.22 1.98
H -0.14 3.29 -0.11
H 0.04 -0.44 -2.06

2.
ORCA calculation (ωB97M-V/def2-TZVPD) on a single C7H10O molecule in a non-equilibrium geometry.

E = -9461.1371 eV
strongest force on any atom = 0.179 hartree/bohr
HOMO = -9.27 eV
gap between HOMO and LUMO = 10.224 eV
ΔE to the lowest compared entry with this formula, charge and spin = 171.2 kcal/mol

Each line ends with the Löwdin charge.
Atoms and positions in Å:
C 1.305 0.346 1.189  -0.0100
C 1.010 0.216 -0.347  -0.5223
C 0.242 1.260 -0.805  -0.2185
C -1.098 0.910 -0.295  -0.1557
C -1.660 -0.260 -0.021  -0.0754
C -0.821 -1.600 0.191  -0.0579
C 0.402 -1.108 -0.732  -0.1752
H 2.104 1.087 1.157  0.0762
H 0.423 1.009 1.583  0.0982
H 1.268 -0.740 1.785  0.1550
H 0.261 1.143 -1.818  0.1051
H 0.797 2.226 -0.578  0.1564
H -1.513 2.031 -0.010  0.1657
H -2.849 -0.061 0.229  0.1546
H -1.410 -2.421 -0.101  0.0787
H -0.762 -1.717 1.177  0.0467
H 0.448 -1.378 -1.996  0.2233
O 1.853 -0.943 -0.608  -0.0447

Cartesian forces, eV/Å:
C -3.70 -0.11 0.56
C 1.30 -7.30 5.44
C 1.76 3.51 -1.04
C -1.33 4.95 1.06
C -2.61 0.56 1.24
C -0.03 3.61 -5.28
C 1.17 -1.41 -2.18
H 0.89 -0.85 0.88
H 1.43 -1.33 -0.07
H 0.90 3.35 -1.57
H -0.50 0.47 -3.31
H -1.67 -0.42 0.04
H -0.46 -3.25 -0.92
H 3.16 -1.35 -0.29
H -0.30 -1.24 -1.19
H 1.25 -0.16 4.14
H -1.55 0.96 3.80
O 0.30 0.02 -1.30

3.
ORCA calculation (ωB97M-V/def2-TZVPD) on a molecular structure, C7H10O in a non-equilibrium geometry.

E = -9457.1563 eV
strongest force on any atom = 0.106 hartree/bohr
HOMO = -8.52 eV
gap between HOMO and LUMO = 7.335 eV
ΔE to the lowest compared entry with this formula, charge and spin = 263.0 kcal/mol

Each line ends with the Löwdin charge.
Atoms and positions in Å:
C -0.139 0.049 -0.152  -0.6475
C 0.903 -0.135 -1.286  -0.2129
C 1.424 0.942 -1.991  -0.0406
C -1.396 -0.701 -0.169  -0.1808
C -2.486 -0.439 0.548  -0.0377
C 0.678 -0.882 0.757  -0.1738
C 1.287 -0.454 1.968  0.0297
H -1.738 1.803 0.316  0.3473
H 1.465 -1.340 -1.215  0.1792
H 1.100 2.170 -2.177  0.1349
H 2.286 0.206 -2.818  0.1387
H -1.466 -1.512 -1.091  0.1829
H -2.644 0.395 1.465  0.1264
H -3.422 -0.969 0.198  0.0698
H 0.754 -1.838 0.209  0.0860
H 1.227 0.584 2.402  0.0597
H 1.387 -1.256 2.817  0.0748
O -0.072 1.435 0.231  -0.1361

Cartesian forces, eV/Å:
C 3.91 0.49 0.34
C 0.76 0.58 -1.39
C 1.19 -3.04 -2.46
C -1.53 -0.81 -3.15
C -1.85 1.21 1.15
C 1.43 2.03 4.57
C -2.64 -2.51 -0.54
H 4.55 -1.25 -0.28
H -1.64 4.25 -1.28
H 0.99 -4.31 0.88
H -2.31 3.46 2.27
H 0.15 1.97 2.71
H 0.81 -2.37 -2.66
H 1.07 0.68 0.98
H -0.12 0.00 1.81
H -0.17 -1.11 -1.14
H 0.79 1.34 -2.03
O -5.41 -0.63 0.22

4.
ORCA calculation (ωB97M-V/def2-TZVPD) on a single C7H10O molecule in a non-equilibrium geometry.

E = -9466.4729 eV
strongest force on any atom = 0.030 hartree/bohr
HOMO = -9.70 eV
gap between HOMO and LUMO = 10.595 eV
ΔE to the lowest compared entry with this formula, charge and spin = 48.1 kcal/mol

Each line ends with the Löwdin charge.
Atoms and positions in Å:
O 1.851 2.972 -0.304  0.0460
C 1.627 1.804 -0.498  -0.2668
C 0.267 1.337 -0.952  -0.1395
C 0.140 -0.190 -1.209  -0.1524
C 0.011 -0.943 0.106  -0.3216
C 1.025 -1.217 0.915  0.0589
C -2.169 -0.596 1.328  0.0186
C -1.348 -1.329 0.569  -0.1524
H 2.432 1.085 -0.316  0.1106
H -0.497 1.771 -0.313  0.1199
H 0.198 1.856 -1.921  0.1247
H 0.913 -0.550 -1.891  0.1163
H -0.763 -0.345 -1.805  0.1086
H 2.019 -0.909 0.608  0.0527
H 1.044 -1.703 1.878  0.0701
H -2.961 -1.149 1.802  0.0473
H -2.112 0.471 1.501  0.0572
H -1.677 -2.365 0.502  0.1018

Cartesian forces, eV/Å:
O 0.07 0.02 -0.06
C -0.31 0.60 0.70
C 0.71 -0.44 -1.28
C -0.59 0.54 0.25
C -0.46 -0.25 -0.05
C 1.18 0.44 -0.54
C 0.29 -0.42 -0.61
C -0.55 0.19 1.09
H 0.13 -0.45 -0.20
H -0.08 -0.19 0.14
H -0.34 -0.07 0.11
H 0.44 0.05 0.48
H -0.15 0.01 0.24
H 0.11 -0.07 -0.13
H -0.72 -0.09 0.03
H -0.56 0.27 -0.03
H 0.34 -0.03 0.17
H 0.48 -0.09 -0.33